a) {
  "formula": "C4H5N3",
  "method": "the ωB97M-V functional and the def2-TZVPD basis",
  "lumo_ha": 0.01658,
  "smiles": "C=Nn1ccnc1",
  "species": ["N", "N", "N", "C", "C", "C", "C", "H", "H", "H", "H", "H"],
  "positions_angstrom": [[1.603, -0.225, -0.678], [0.095, -0.099, -0.442], [-1.872, -0.913, 0.161], [2.166, 0.008, 0.427], [-0.703, -1.190, -0.222], [-0.706, 1.025, -0.408], [-1.922, 0.527, 0.074], [-0.356, 1.980, -0.469], [3.175, -0.393, 0.579], [-2.848, 1.034, 0.278], [1.691, 0.504, 1.262], [-0.323, -2.258, -0.560]]
}


b) {
  "formula": "C4H5N3",
  "method": "the ωB97M-V functional and the def2-TZVPD basis",
  "lumo_ha": 0.03114,
  "smiles": "c1c[nH]nn1.C#C",
  "species": ["N", "N", "N", "C", "C", "C", "C", "H", "H", "H", "H", "H"],
  "positions_angstrom": [[0.844, 0.130, 1.083], [0.009, -0.879, 0.985], [0.294, -1.578, -0.041], [1.860, -0.022, 0.160], [-2.174, 0.392, -0.718], [1.426, -1.024, -0.628], [-2.753, 1.391, -0.386], [-1.582, -0.340, -1.020], [2.001, -1.447, -1.421], [2.800, 0.509, 0.220], [-3.456, 2.179, -0.208], [0.731, 0.691, 1.973]]
}


Stability verdict: a), ahead by 22.7 kcal/mol